Model P:
A cluster of 2 separate species, C4H13N2O2 in total, computed with ωB97M-V/def2-TZVPD.

Properties
E_HOMO ... -0.5023 Ha

Geometry as ORCA input:
```
! RIJCOSX wB97M-V def2-TZVPD def2/J DEFGRID3
* xyz 1 1
C 1.392 -0.909 0.447
C 1.130 0.374 1.279
C -0.320 0.923 1.230
C -0.592 1.568 -0.173
N -1.823 2.076 -0.356
O 0.237 1.390 -1.052
N 0.179 -1.764 0.256
H 2.338 -1.389 0.686
H 1.513 -0.571 -0.589
H 1.831 1.073 0.830
H 1.243 0.296 2.372
H -0.458 1.678 1.994
H -1.057 0.125 1.349
H -2.168 2.430 -1.232
H -2.428 2.069 0.447
H 0.396 -2.496 -0.439
H -0.060 -2.248 1.117
H -0.552 -1.292 -0.305
H -0.271 -0.361 -2.537
H -0.192 -1.690 -3.102
O -0.338 -1.281 -2.223
*
```

Model Q:
A cluster of 2 separate species, C4H13N2O2 in total, computed with ωB97M-V/def2-TZVPD.

Properties
E_HOMO ... -0.4644 Ha

Geometry as ORCA input:
```
! RIJCOSX wB97M-V def2-TZVPD def2/J DEFGRID3
* xyz 1 1
O 0.986 1.504 2.798
C 1.409 0.540 2.305
C 0.987 0.071 0.784
C -0.115 0.977 0.178
C -1.593 0.493 -0.081
N -1.585 -0.648 -1.000
N 0.529 -1.256 0.967
H 2.113 -0.148 2.867
H 1.813 0.122 0.077
H 0.348 1.538 -0.745
H -0.444 1.771 0.974
H -2.273 1.250 -0.427
H -1.993 0.116 0.951
H -1.152 -1.509 -0.529
H -0.746 -0.450 -1.677
H -2.464 -1.061 -1.530
H -0.194 -1.304 1.621
H 1.266 -1.872 1.260
H 1.354 -0.779 -3.198
H 0.883 0.751 -2.945
O 0.872 -0.105 -2.651
*
```

model P wins, 198.8 kJ/mol ahead of the next structure.

Model P:
A cluster of 2 separate species, C4H13N2O2 in total, computed with ωB97M-V/def2-TZVPD.

Properties
E_HOMO ... -0.5312 Ha

Geometry as ORCA input:
```
! RIJCOSX wB97M-V def2-TZVPD def2/J DEFGRID3
* xyz 1 1
O 0.853 0.616 -1.769
C -0.360 0.516 -1.529
N -1.264 1.211 -2.199
C -0.727 -0.325 -0.309
N 0.551 -1.069 0.028
C 0.340 -2.004 1.160
C -1.216 0.567 0.816
H -1.007 1.663 -3.050
H -2.247 1.264 -2.007
H -1.411 -1.083 -0.706
H 0.841 -1.446 -0.870
H 1.204 -0.286 0.186
H 0.644 -3.000 0.855
H 0.853 -1.634 2.041
H -0.710 -2.095 1.431
H -2.140 1.096 0.633
H -1.170 -0.007 1.741
H -0.431 1.309 0.984
H 3.180 1.250 1.065
H 2.000 2.002 0.371
O 2.217 1.456 1.126
*
```

Model Q:
A cluster of 2 separate species, C4H13N2O2 in total, computed with ωB97M-V/def2-TZVPD.

Properties
E_HOMO ... -0.5315 Ha

Geometry as ORCA input:
```
! RIJCOSX wB97M-V def2-TZVPD def2/J DEFGRID3
* xyz 1 1
O -0.402 2.383 1.559
C -0.859 1.312 1.751
C -0.334 0.014 1.162
C -1.433 -0.243 0.033
C -1.271 -1.667 -0.387
N 0.077 -1.748 -1.241
N 1.071 0.009 0.521
H -1.625 1.231 2.510
H -0.330 -0.916 1.809
H -1.455 0.541 -0.693
H -2.445 -0.036 0.629
H -2.057 -2.282 -0.940
H -1.189 -2.324 0.523
H 0.284 -2.693 -1.471
H -0.204 -1.199 -2.219
H 1.217 0.892 -0.026
H 1.661 0.037 1.358
H 1.285 -0.948 0.103
H 2.386 -0.339 -2.881
H 1.637 0.448 -1.905
O 2.424 0.524 -2.446
*
```

model P wins, 268.8 kJ/mol ahead of the next structure.

Model P:
A cluster of 13 separate species, C14H54O20 in total, computed with ωB97M-V/def2-TZVPD.

Properties
E_HOMO ... -0.3573 Ha

Geometry as ORCA input:
```
! RIJCOSX wB97M-V def2-TZVPD def2/J DEFGRID3
* xyz 0 1
O -4.385 -9.501 -14.619
H -4.253 -8.545 -14.455
H -4.357 -9.925 -13.741
O -4.961 -10.957 -11.607
H -5.694 -11.343 -11.109
H -4.103 -11.311 -11.292
O -10.790 -15.150 -13.982
H -10.876 -16.130 -13.916
H -11.543 -14.825 -13.491
O -4.009 -14.480 -10.441
H -3.045 -14.254 -10.567
H -4.009 -15.217 -9.831
O -8.474 -11.264 -11.384
H -8.819 -12.158 -11.532
H -8.797 -10.752 -12.136
O -7.164 -10.111 -14.919
H -7.084 -9.767 -15.820
H -6.285 -9.810 -14.622
C -10.340 -11.598 -14.993
C -11.645 -11.444 -15.811
O -11.585 -10.253 -16.567
O -9.197 -11.633 -15.895
H -10.295 -12.482 -14.318
H -10.294 -10.700 -14.342
H -12.511 -11.405 -15.189
H -11.790 -12.304 -16.493
H -10.638 -10.216 -16.810
H -8.519 -11.109 -15.439
C -5.100 -17.328 -12.734
C -5.510 -18.106 -13.912
O -6.188 -17.425 -14.901
O -4.304 -16.236 -13.191
H -4.576 -18.051 -12.087
H -5.930 -16.934 -12.139
H -6.227 -18.867 -13.528
H -4.662 -18.719 -14.300
H -6.467 -16.541 -14.677
H -4.295 -15.559 -12.472
C -7.264 -13.624 -14.114
C -5.844 -13.401 -13.547
O -4.917 -13.885 -14.525
O -7.450 -15.069 -13.984
H -7.386 -13.316 -15.160
H -8.061 -13.064 -13.553
H -5.742 -13.955 -12.604
H -5.605 -12.360 -13.297
H -4.774 -14.811 -14.266
H -8.367 -15.366 -13.825
C -1.731 -15.123 -16.120
C -2.357 -15.421 -17.434
O -1.983 -14.498 -18.420
O -2.111 -13.783 -15.803
H -0.645 -15.156 -16.238
H -2.004 -15.842 -15.281
H -3.462 -15.540 -17.346
H -1.938 -16.371 -17.758
H -2.064 -13.685 -17.861
H -3.038 -13.825 -15.514
C -7.801 -15.942 -10.112
C -7.411 -14.695 -9.282
O -7.771 -14.898 -7.925
O -6.954 -16.991 -9.646
H -7.661 -15.656 -11.174
H -8.868 -16.202 -9.987
H -8.001 -13.853 -9.629
H -6.352 -14.507 -9.490
H -7.347 -15.694 -7.705
H -7.053 -17.820 -10.125
C -2.111 -12.406 -12.763
C -1.288 -11.328 -13.465
O -1.609 -9.990 -13.163
O -2.225 -12.281 -11.330
H -1.567 -13.344 -12.919
H -3.140 -12.460 -13.165
H -1.530 -11.395 -14.522
H -0.180 -11.544 -13.362
H -1.460 -9.803 -12.224
H -1.353 -12.372 -10.888
C -10.891 -13.516 -10.535
C -12.205 -13.257 -11.275
O -12.623 -14.401 -11.986
O -9.762 -13.645 -11.457
H -10.956 -14.430 -9.907
H -10.745 -12.618 -9.924
H -12.188 -12.456 -12.017
H -12.973 -12.956 -10.505
H -13.571 -14.508 -11.897
H -9.981 -14.258 -12.159
*
```

Model Q:
A cluster of 13 separate species, C14H54O20 in total, computed with ωB97M-V/def2-TZVPD.

Properties
E_HOMO ... -0.3435 Ha

Geometry as ORCA input:
```
! RIJCOSX wB97M-V def2-TZVPD def2/J DEFGRID3
* xyz 0 1
C 3.857 -1.734 -1.827
C 4.796 -2.053 -2.943
O 4.581 -3.215 -3.683
O 4.347 -0.500 -1.335
H 3.781 -2.548 -1.088
H 2.867 -1.701 -2.264
H 5.806 -2.096 -2.537
H 4.680 -1.153 -3.533
H 3.637 -3.118 -3.897
H 3.813 -0.169 -0.585
C 0.383 3.991 -3.534
C -0.640 3.050 -2.860
O -0.537 3.045 -1.452
O 1.719 3.664 -3.188
H 0.199 5.005 -3.177
H 0.364 3.997 -4.620
H -0.506 2.037 -3.247
H -1.640 3.314 -3.208
H 0.072 3.727 -1.127
H 1.964 4.121 -2.368
C 1.538 -3.172 1.171
C 1.495 -4.665 1.342
O 1.411 -5.071 2.722
O 0.416 -2.629 1.738
H 1.568 -2.949 0.124
H 2.415 -2.745 1.646
H 2.279 -5.161 0.801
H 0.603 -5.002 0.820
H 0.487 -5.181 2.941
H 0.498 -2.221 2.615
C -5.181 0.413 -2.973
C -6.534 0.398 -2.223
O -7.077 1.591 -1.767
O -4.079 0.719 -2.159
H -5.155 1.173 -3.743
H -5.004 -0.590 -3.429
H -6.437 -0.356 -1.410
H -7.259 -0.058 -2.889
H -6.295 1.981 -1.348
H -3.818 -0.003 -1.562
C -3.712 2.905 0.217
C -4.182 1.775 1.139
O -5.118 2.225 2.085
O -4.987 3.223 -0.417
H -2.960 2.595 -0.496
H -3.337 3.801 0.759
H -3.310 1.368 1.635
H -4.629 1.115 0.381
H -5.745 2.686 1.499
H -4.769 3.925 -1.057
C 4.947 -0.101 4.083
C 5.369 -1.107 3.043
O 4.346 -2.031 2.749
O 3.998 0.874 3.624
H 5.802 0.380 4.536
H 4.582 -0.620 4.947
H 6.237 -1.624 3.506
H 5.800 -0.630 2.152
H 4.495 -2.836 3.257
H 4.121 1.746 4.047
C 0.770 0.271 -0.433
C -0.634 0.313 0.077
O -1.249 -0.931 0.411
O 1.797 0.215 0.596
H 1.060 1.170 -0.988
H 1.015 -0.599 -1.075
H -1.253 0.933 -0.592
H -0.614 0.971 0.946
H -0.626 -1.535 0.862
H 1.729 1.015 1.110
O -3.397 -1.779 -0.917
H -4.108 -2.265 -0.517
H -2.740 -1.592 -0.234
O 1.595 4.626 -0.422
H 1.238 4.265 0.413
H 1.859 5.534 -0.203
O 0.831 3.300 2.376
H -0.097 3.007 2.309
H 1.039 3.219 3.313
O -1.593 -5.566 2.405
H -2.313 -5.653 3.022
H -1.723 -6.196 1.688
O 0.904 -0.276 3.753
H 1.312 0.123 4.540
H 1.509 -0.145 3.026
O -0.512 -1.944 -2.413
H -1.134 -1.817 -1.664
H -1.029 -2.471 -3.017
*
```

model P wins, 51.1 kJ/mol ahead of the next structure.

Model P:
The ion C8H16NO with charge +1, computed with ωB97M-V/def2-TZVPD.

Properties
Structure (SMILES) ... CCC1=C(C)C[NH2+][C@@H]1OC
E_HOMO ... -0.4781 Ha

Geometry as ORCA input:
```
! RIJCOSX wB97M-V def2-TZVPD def2/J DEFGRID3
* xyz 1 1
C -1.167 -0.968 0.010
C -0.409 0.196 0.040
C -0.358 -2.049 0.664
C 0.973 0.114 0.614
C -2.334 -1.215 -0.784
C -0.261 1.304 -2.364
C 2.228 1.462 2.110
C -0.778 1.374 -0.924
N 1.000 -1.509 0.988
O 1.042 0.813 1.747
H -0.839 -2.279 1.604
H -0.255 -2.850 -0.081
H 1.763 0.249 -0.076
H -2.210 -0.564 -1.656
H -3.183 -0.893 -0.328
H -2.515 -2.263 -1.089
H 0.835 1.583 -2.437
H -0.979 2.001 -2.903
H -0.481 0.312 -2.779
H 2.137 1.661 3.195
H 2.241 2.418 1.549
H 3.078 0.897 1.736
H -1.925 1.413 -0.810
H -0.531 2.409 -0.520
H 1.278 -1.512 1.998
H 1.647 -2.107 0.499
*
```

Model Q:
The ion C8H16NO with charge +1, computed with ωB97M-V/def2-TZVPD.

Properties
Structure (SMILES) ... CC(C)=[N+](C)[C@@H]1CCCO1
E_HOMO ... -0.5206 Ha

Geometry as ORCA input:
```
! RIJCOSX wB97M-V def2-TZVPD def2/J DEFGRID3
* xyz 1 1
C 0.485 -0.091 -2.600
C 1.031 0.383 -1.308
C 0.765 -1.592 -2.509
C 0.710 -0.829 -0.326
C -1.251 0.640 2.621
C 1.182 1.249 1.894
C -1.610 -0.745 0.238
C -0.089 0.582 1.597
N -0.386 -0.249 0.589
O 0.237 -1.927 -1.179
H -0.555 0.071 -2.720
H 1.132 0.253 -3.441
H 2.051 0.626 -1.427
H 0.490 1.255 -0.802
H 0.238 -2.320 -3.084
H 1.798 -1.789 -2.635
H 1.586 -1.256 0.241
H -2.015 1.329 2.336
H -1.681 -0.302 2.783
H -0.869 1.054 3.513
H 1.742 0.872 2.745
H 0.901 2.158 2.204
H 1.842 1.177 1.115
H -2.435 -0.086 0.605
H -1.619 -0.931 -0.846
H -1.713 -1.682 0.648
*
```

Model R:
The ion C8H16NO with charge +1, computed with ωB97M-V/def2-TZVPD.

Properties
Structure (SMILES) ... C[C@@H]1C(=C[C@@](C)([NH3+])O)[C@H]1C
E_HOMO ... -0.4838 Ha

Geometry as ORCA input:
```
! RIJCOSX wB97M-V def2-TZVPD def2/J DEFGRID3
* xyz 1 1
C 0.716 -0.583 0.424
C -0.564 -0.966 0.592
C 2.032 -0.415 0.989
C 1.576 0.300 -0.315
C 3.238 -1.316 0.710
C 1.280 1.875 -0.390
C -3.237 -0.763 0.114
C -1.907 -0.335 -0.430
N -1.855 1.154 -0.186
O -1.644 -0.517 -1.805
H -0.957 -1.873 1.009
H 1.853 0.173 1.873
H 2.116 0.064 -1.235
H 3.425 -1.968 1.532
H 4.049 -0.662 0.517
H 2.941 -1.897 -0.207
H 2.288 2.439 -0.426
H 0.825 2.092 0.548
H 0.766 2.186 -1.351
H -4.075 -0.521 -0.615
H -3.371 -1.904 0.129
H -3.188 -0.482 1.168
H -2.117 1.700 -1.017
H -0.893 1.473 -0.124
H -2.600 1.323 0.524
H -0.697 -0.578 -2.026
*
```

model P wins, 12.9 kJ/mol ahead of the next structure.

Model P:
A cluster of 2 separate species, C2H2S2 in total, computed with ωB97M-V/def2-TZVPD.

Properties
E_HOMO (alpha / beta) ... -0.2991 / -0.2808 Ha

Geometry as ORCA input:
```
! RIJCOSX wB97M-V def2-TZVPD def2/J DEFGRID3
* xyz 0 1
C 1.460 0.105 0.041
C -1.316 0.102 -0.249
S 2.619 -0.467 -0.761
S -2.754 0.617 -0.704
H 1.046 0.010 1.023
H -1.055 -0.367 0.650
*
```

Model Q:
An isolated molecule of C2H2S2, computed with ωB97M-V/def2-TZVPD.

Properties
Structure (SMILES) ... S=CC=S
E_HOMO ... -0.3426 Ha

Geometry as ORCA input:
```
! RIJCOSX wB97M-V def2-TZVPD def2/J DEFGRID3
* xyz 0 1
C 0.625 -0.427 0.252
C -0.612 0.547 0.101
H 0.539 -1.542 0.373
H -0.523 1.579 0.155
S 2.125 -0.002 -0.452
S -2.154 -0.155 -0.429
*
```

model Q wins, 255.4 kJ/mol ahead of the next structure.

Model P:
The ion C4H9N2O2 with charge +1, computed with ωB97M-V/def2-TZVPD.

Properties
Structure (SMILES) ... OO[C@H]1N=CCC[NH2+]1
E_HOMO ... -0.5346 Ha

Geometry as ORCA input:
```
! RIJCOSX wB97M-V def2-TZVPD def2/J DEFGRID3
* xyz 1 1
C 1.053 1.007 0.725
C 0.765 -0.206 1.559
C 0.164 -1.383 0.766
C 0.150 0.166 -1.249
N 0.786 1.168 -0.487
N -0.663 -0.834 -0.299
O -1.657 1.585 -1.362
O -0.813 0.697 -2.067
H 1.485 1.811 1.193
H 1.806 -0.394 2.050
H 0.018 -0.042 2.418
H 1.017 -1.899 0.204
H -0.622 -2.020 1.252
H 0.962 -0.166 -1.970
H -1.046 -1.382 -1.045
H -1.403 -0.337 0.258
H -2.002 2.228 -1.946
*
```

Model Q:
The ion C4H9N2O2 with charge +1, computed with ωB97M-V/def2-TZVPD.

Properties
Structure (SMILES) ... CN1C(=O)CO[C@H]1[NH3+]
E_HOMO ... -0.5288 Ha

Geometry as ORCA input:
```
! RIJCOSX wB97M-V def2-TZVPD def2/J DEFGRID3
* xyz 1 1
C 1.361 0.785 0.932
C 1.616 -0.556 1.523
C 0.033 -0.747 -0.301
C 0.065 1.785 -0.979
N 0.440 0.608 -0.142
N -1.352 -1.165 0.077
O 1.863 1.861 1.143
O 0.707 -1.487 0.987
H 2.553 -1.005 1.244
H 1.353 -0.667 2.609
H 0.400 -1.329 -1.189
H 0.837 2.547 -0.887
H -0.273 1.392 -1.972
H -0.758 2.319 -0.587
H -1.534 -2.052 -0.472
H -2.019 -0.414 -0.202
H -1.316 -1.368 1.108
*
```

Model R:
A cluster of 2 separate species, C4H9N2O2 in total, computed with ωB97M-V/def2-TZVPD.

Properties
E_HOMO ... -0.5278 Ha

Geometry as ORCA input:
```
! RIJCOSX wB97M-V def2-TZVPD def2/J DEFGRID3
* xyz 1 1
C 0.701 -1.050 -0.748
C -0.591 -0.865 -0.325
C -1.942 -1.341 -0.463
C -1.354 -0.797 0.905
N 1.855 -0.694 0.001
N 1.376 1.635 -0.454
O 1.600 -0.455 1.305
O 3.005 -0.813 -0.377
H 1.062 -1.378 -1.751
H 0.660 1.724 0.297
H -2.635 -0.695 -0.914
H -2.025 -2.314 -0.758
H -0.960 -1.251 1.696
H -1.885 0.105 1.330
H 1.000 2.349 -1.080
H 2.420 -0.760 1.719
H 2.177 2.011 -0.005
*
```

model Q wins, 275.1 kJ/mol ahead of the next structure.

Model P:
A cluster of 2 separate species, CH4N2O3 in total, computed with ωB97M-V/def2-TZVPD.

Properties
Structure (SMILES) ... NC(=O)O.N=O
E_HOMO ... -0.3401 Ha

Geometry as ORCA input:
```
! RIJCOSX wB97M-V def2-TZVPD def2/J DEFGRID3
* xyz 0 1
C -0.194 -0.992 0.133
N 1.226 2.178 -1.480
N -0.025 -0.722 1.476
O 0.489 2.777 -0.752
O -1.543 -0.820 -0.145
O 0.521 -1.379 -0.745
H 1.226 1.110 -1.362
H -0.831 -0.453 2.118
H 0.886 -0.918 1.925
H -1.756 -0.781 -1.167
*
```

Model Q:
An isolated molecule of CH4N2O3, computed with ωB97M-V/def2-TZVPD.

Properties
Structure (SMILES) ... O=C(NO)NO
E_HOMO ... -0.3575 Ha

Geometry as ORCA input:
```
! RIJCOSX wB97M-V def2-TZVPD def2/J DEFGRID3
* xyz 0 1
C -0.737 -0.582 0.026
H 0.304 2.493 0.324
H -1.729 0.883 0.403
H 0.676 -2.090 -0.449
H 2.012 -0.461 -0.498
N -0.682 0.756 0.507
N 0.435 -1.110 -0.212
O -0.027 1.670 -0.410
O -1.862 -1.029 -0.030
O 1.610 -0.529 0.340
*
```

Model R:
A structure of composition CH4N2O3, computed with ωB97M-V/def2-TZVPD.

Properties
E_HOMO ... -0.3527 Ha

Geometry as ORCA input:
```
! RIJCOSX wB97M-V def2-TZVPD def2/J DEFGRID3
* xyz 0 1
C -0.017 -0.001 -0.609
N 1.113 -0.824 -0.589
N -0.307 0.953 1.034
O 0.365 1.874 1.342
O -1.354 0.538 1.564
O -1.184 -0.753 -0.667
H -0.049 0.774 -1.313
H 0.959 -1.775 -0.438
H 2.046 -0.358 -0.518
H -1.574 -0.428 0.194
*
```

model P wins, 110.1 kJ/mol ahead of the next structure.

Model P:
A cluster of 2 separate species, C6H11ClSi in total, computed with ωB97M-V/def2-TZVPD.

Properties
Structure (SMILES) ... C#C[Si](C)(C)Cl.C=C
E_HOMO ... -0.3688 Ha

Geometry as ORCA input:
```
! RIJCOSX wB97M-V def2-TZVPD def2/J DEFGRID3
* xyz 0 1
C 0.692 0.839 -2.436
C -0.013 0.289 -1.598
C 3.589 0.544 1.842
C 2.864 1.261 1.034
C -1.655 -2.149 -0.434
C -2.926 0.533 -0.327
Si -1.292 -0.266 -0.192
Cl -0.390 0.338 1.496
H 1.546 1.091 -3.005
H 4.196 -0.270 1.403
H 3.568 0.873 2.891
H 2.276 1.882 1.659
H 2.867 0.920 0.014
H -0.875 -2.897 -0.357
H -2.387 -2.595 0.359
H -2.003 -2.398 -1.493
H -3.318 0.976 0.621
H -3.095 1.340 -1.105
H -3.642 -0.312 -0.373
*
```

Model Q:
An isolated molecule of C6H11ClSi, computed with ωB97M-V/def2-TZVPD.

Properties
E_HOMO (alpha / beta) ... -0.2850 / -0.2825 Ha

Geometry as ORCA input:
```
! RIJCOSX wB97M-V def2-TZVPD def2/J DEFGRID3
* xyz 0 1
C -1.583 -0.421 -1.915
C -1.571 -1.239 -3.058
C -0.380 -0.523 -1.333
C -1.076 -0.511 1.664
C 0.463 1.947 0.366
C 1.991 -0.478 0.948
Si 0.206 -0.020 0.395
Cl -0.465 -1.243 -4.213
H -2.508 -0.331 -1.343
H 0.419 -0.813 -1.909
H -0.907 -0.180 2.736
H -2.050 -0.073 1.380
H -1.368 -1.518 1.772
H 0.496 2.174 1.379
H 1.431 2.202 -0.102
H -0.286 2.638 0.140
H 2.177 -0.110 1.956
H 2.260 -1.483 0.794
H 2.748 -0.019 0.346
*
```

model P wins, 222.3 kJ/mol ahead of the next structure.